1.
Density functional theory data (ωB97M-V/def2-TZVPD) for C9H4BF10N2O8S2Tc as an isolated structure.

Each line ends with the Löwdin charge.
Cartesian coordinates (Å):
Tc 0.1582 -0.4762 0.1930  1.815
F -0.0546 -4.8052 -3.3420  0.196
C -0.5271 -4.2832 -2.2315  -0.695
F 0.0023 -4.8679 -1.1752  0.185
F -1.8421 -4.3559 -2.1953  0.192
S -0.0927 -2.4790 -2.2244  0.712
O -0.6027 -2.0377 -0.8768  -0.428
O -0.6889 -1.8339 -3.3328  -0.189
N 1.4704 -2.5458 -2.1888  -0.270
S 2.4713 -1.4538 -1.7638  0.736
O 3.7527 -1.9337 -1.4278  -0.171
O 1.8889 -0.5235 -0.6756  -0.442
C 2.5985 -0.2182 -3.1514  -0.688
F 3.5668 0.6227 -2.8678  0.201
F 2.8499 -0.8805 -4.2569  0.201
F 1.4364 0.4133 -3.2368  0.166
F -3.4216 2.8547 0.5719  0.306
B -2.3016 2.6163 1.2016  -0.839
F -0.8416 0.7433 -0.6226  -0.303
F -1.3578 3.5224 1.3082  0.290
F -2.0963 1.4171 1.7492  0.236
O 0.8737 0.6677 1.7591  -0.014
C 0.2518 -0.0830 2.5504  -0.457
O -0.3334 -1.1005 1.8825  -0.120
C 0.1136 0.0603 3.9699  -0.138
C 0.7347 1.1486 4.5921  0.048
C 0.5668 1.3320 5.9494  0.045
C -0.2109 0.4142 6.6353  -0.089
C -0.8253 -0.6765 6.0454  0.044
C -0.6638 -0.8550 4.6858  0.043
N -0.4028 0.6153 8.1006  -0.342
O -0.0305 1.6714 8.5559  0.114
O -0.9129 -0.2927 8.7139  0.113
H 1.3353 1.8351 4.0108  0.139
H 1.0133 2.1582 6.4819  0.134
H -1.4053 -1.3527 6.6552  0.134
H -1.1322 -1.6897 4.1828  0.135

## Properties
Highest occupied orbital energy (spin up / spin down) (eV): -13.92 / -13.92
Multiplicity: 2
HOMO-LUMO gap (spin up / spin down) (eV): 7.704 / 7.611
Total charge: +1
LUMO (spin up / spin down) (eV): -6.216 / -6.305



2.
Density functional theory data (ωB97M-V/def2-TZVPD) for C31H28F2N6O15S2Y as an isolated structure.

Each line ends with the Löwdin charge.
Cartesian coordinates (Å):
Y 2.3719 4.6658 -2.6826  1.838
N -0.3404 6.6707 -4.3738  -0.332
S -0.9561 8.1179 -4.7859  0.484
O -2.0647 8.5978 -3.9269  -0.278
O -0.9425 8.4866 -6.1927  -0.263
F 0.3016 9.0231 -4.2653  -0.241
S -1.6925 5.9944 -5.1691  0.536
O -1.6571 5.9387 -6.6433  -0.278
O -3.0126 5.9909 -4.5154  -0.267
F -1.1981 4.5245 -4.8014  -0.263
C 0.8383 -0.4736 -1.6519  -0.151
O 1.2658 0.8485 -1.8100  -0.115
H 1.4798 -1.1147 -2.2566  0.115
H 0.7822 -0.7154 -0.5906  0.088
H -0.1391 -0.6405 -2.1047  0.118
C 5.2260 -1.1358 4.3382  -0.057
C 6.1140 -0.1127 3.9917  -0.068
C 5.5876 1.0961 3.6447  -0.032
C 4.2331 1.3339 3.6252  -0.148
C 3.3718 0.3167 4.0999  -0.003
C 3.8568 -0.9161 4.4718  -0.058
N 3.6999 2.5638 3.0491  -0.340
O 4.1798 2.9903 2.0075  0.048
O 2.7712 3.0658 3.7073  0.080
H 5.7223 -2.0794 4.5106  0.107
H 7.1812 -0.2774 4.0127  0.115
H 6.4164 1.7316 3.3692  0.124
H 2.3022 0.4499 4.0315  0.119
H 3.1641 -1.6847 4.7812  0.114
C -1.0386 -7.7683 -2.3800  -0.074
C 0.0304 -7.8135 -1.5620  -0.063
C 0.0784 -6.8723 -0.4962  0.019
C -0.9041 -5.8777 -0.3901  -0.132
C -1.8891 -5.7860 -1.3671  -0.038
C -1.9588 -6.7028 -2.3398  -0.066
N -0.9178 -4.8932 0.7241  -0.345
O -1.6759 -3.9202 0.6834  0.049
O -0.2616 -5.1621 1.7077  0.077
H -1.1075 -8.5234 -3.1491  0.113
H 0.7871 -8.5818 -1.6213  0.112
H 0.8502 -6.9309 0.2571  0.112
H -2.6803 -5.0583 -1.2633  0.121
H -2.7675 -6.6787 -3.0552  0.115
C -6.6482 1.3195 -2.8457  -0.059
C -7.9295 1.8267 -3.2894  -0.047
C -8.9409 1.9776 -2.3333  -0.003
C -8.7077 1.8021 -0.9256  -0.106
C -7.4578 1.3743 -0.5430  -0.028
C -6.4428 1.1787 -1.4828  -0.087
N -9.7142 2.0439 0.1827  -0.370
O -10.6109 2.7964 -0.0537  0.104
O -9.5128 1.5142 1.2461  0.076
H -5.8241 1.1961 -3.5328  0.097
H -8.0822 2.1514 -4.3081  0.102
H -9.9230 2.2140 -2.7155  0.110
H -7.2891 1.2693 0.5186  0.113
H -5.4869 0.7874 -1.1676  0.098
C 6.5092 -5.1316 0.5909  -0.090
C 7.5028 -5.9517 1.0323  -0.072
C 8.7076 -5.9086 0.3476  0.017
C 8.8629 -5.1749 -0.8473  -0.157
C 7.8399 -4.3313 -1.2717  -0.005
C 6.6604 -4.3258 -0.5440  -0.067
N 9.9889 -5.3316 -1.7195  -0.300
O 10.8402 -6.1669 -1.3912  0.087
O 10.1277 -4.4247 -2.6145  0.034
H 5.5704 -5.1254 1.1248  0.104
H 7.2890 -6.5126 1.9302  0.114
H 9.5262 -6.5005 0.7297  0.118
H 7.8996 -3.8269 -2.2248  0.117
H 5.8473 -3.7060 -0.8918  0.099
C -4.5522 3.8912 4.2210  -0.067
C -4.5969 5.2664 4.0555  -0.069
C -3.6935 5.9409 3.2388  0.023
C -2.6991 5.1252 2.5582  -0.095
C -2.6964 3.7154 2.7524  -0.010
C -3.5321 3.1131 3.6813  -0.066
N -1.6222 5.7830 1.7682  -0.361
O -0.8767 5.1075 1.0698  0.007
O -1.5408 6.9869 1.7101  0.087
H -5.3499 3.3933 4.7523  0.111
H -5.3961 5.8907 4.4269  0.112
H -3.9155 6.9392 2.8918  0.118
H -1.9422 3.0646 2.3352  0.107
H -3.5963 2.0618 3.9200  0.110

## Properties
Highest occupied orbital energy (eV): -11.27
HOMO-LUMO gap (eV): 2.065
Total charge: +1
LUMO (eV): -9.203



3.
Density functional theory data (ωB97M-V/def2-TZVPD) for C27H19BrN2NaO6 as an isolated structure.

Each line ends with the Löwdin charge.
Cartesian coordinates (Å):
Na 0.7793 0.1285 -0.9589  0.297
O -1.5234 3.4741 -1.8680  0.062
C -0.6868 2.5612 -1.2732  -0.480
O -0.4055 1.5107 -1.8872  -0.047
C -0.2256 2.9181 0.0155  -0.209
C -0.4978 4.1876 0.6189  -0.030
C 0.0532 4.4791 1.8243  -0.097
C 0.8743 3.5119 2.4770  -0.057
C 1.0570 2.2867 1.8431  -0.239
N 0.5516 1.9703 0.6683  0.145
C 1.8823 1.1861 2.4902  -0.448
O 2.1398 1.3525 3.8128  0.095
O 2.3533 0.2486 1.9179  0.126
H -1.7148 3.0837 -2.7293  0.105
H -1.1226 4.9001 0.0939  0.105
H -0.1190 5.4421 2.2900  0.093
H 1.3607 3.7651 3.4114  0.087
H 1.6567 2.1290 4.1192  0.072
Br 3.3635 3.2141 -1.2173  0.741
C 3.9796 1.4250 -0.9288  -0.718
C 5.2838 1.2374 -0.5107  -0.122
C 5.6927 -0.0737 -0.3039  -0.061
C 4.7999 -1.1082 -0.5087  -0.006
C 3.5108 -0.8098 -0.9244  -0.152
N 3.1141 0.4593 -1.1440  0.091
C 2.4866 -1.9556 -1.1441  -0.607
O 2.8714 -3.0824 -0.7946  -0.005
O 1.3886 -1.6026 -1.6632  -0.073
H 5.9391 2.0795 -0.3500  0.090
H 6.7066 -0.2754 0.0212  0.103
H 5.0490 -2.1481 -0.3449  0.113
C -6.3782 -0.5656 -2.1281  -0.112
C -6.0025 -1.2548 -0.9774  -0.097
C -4.6644 -1.3664 -0.6336  -0.039
C -3.6707 -0.7948 -1.4321  -0.206
C -4.0578 -0.0994 -2.5736  -0.042
C -5.4000 0.0134 -2.9224  -0.096
C -2.2175 -0.9323 -1.1271  -0.036
C -1.6967 -1.6477 -0.1669  0.084
C -0.8217 -2.4045 0.5931  -0.239
C -0.4681 -3.7231 0.1899  -0.026
C 0.4054 -4.4690 0.9486  -0.090
C 0.9586 -3.9459 2.1201  -0.085
C 0.6324 -2.6526 2.5232  -0.086
C -0.2490 -1.8901 1.7857  -0.034
H -7.4239 -0.4842 -2.4004  0.092
H -6.7593 -1.7050 -0.3448  0.095
H -4.3673 -1.9014 0.2632  0.112
H -3.2901 0.3539 -3.1935  0.111
H -5.6796 0.5574 -3.8172  0.096
H -1.5566 -0.3944 -1.8058  0.096
H -0.8667 -4.1035 -0.7420  0.118
H 0.6941 -5.4559 0.6107  0.102
H 1.6662 -4.5320 2.6943  0.096
H 1.0956 -2.2247 3.4037  0.102
H -0.4803 -0.8725 2.0798  0.110

## Properties
Highest occupied orbital energy (spin up / spin down) (eV): -4.29 / -2.81
HOMO-LUMO gap (spin up / spin down) (eV): 6.580 / 5.060
Total charge: -1
LUMO (spin up / spin down) (eV): 2.288 / 2.246



4.
Density functional theory data (ωB97M-V/def2-TZVPD) for C11H26O12V as an isolated structure.

Each line ends with the Löwdin charge.
Cartesian coordinates (Å):
O 0.9400 -0.7635 1.2741  -0.462
V -0.0406 -0.1164 2.4076  0.937
O -1.4425 -0.0731 1.7866  -0.399
C -0.3354 -1.6536 4.6444  -0.874
O -0.6747 -0.4316 4.6175  -0.134
O 0.1811 -2.1125 3.5273  -0.189
O 0.4896 -1.9428 5.6213  -0.192
C 1.0123 2.1851 3.4980  -0.951
O 1.6578 1.1030 3.5188  -0.156
O 0.0467 2.1730 2.6756  -0.156
O 0.8569 2.7745 4.6453  -0.169
O 3.2748 -1.0930 3.8576  -0.088
H 4.1982 -0.9638 3.6225  -0.015
H 2.8201 -0.2998 3.4984  -0.006
C -1.5733 -0.7698 -1.1564  -0.038
C -1.8174 -0.5637 -2.6445  -0.469
C -2.4685 -1.7516 -3.3261  -0.083
O -2.6276 0.5738 -2.9749  -0.091
H -2.4321 -1.2940 -0.7305  0.087
H -1.4775 0.1527 -0.5870  0.054
H -0.6743 -1.3443 -0.9282  0.083
H -0.8954 -0.3060 -3.1772  0.130
H -3.3619 -2.0759 -2.7854  0.078
H -1.7348 -2.5616 -3.3021  0.080
H -2.7686 -1.5825 -4.3624  0.066
H -3.5383 0.2802 -3.0727  0.071
C -2.3565 2.9903 -0.0444  -0.050
C -3.7241 3.2949 -0.6295  -0.477
C -3.6036 4.2120 -1.8241  -0.078
O -4.3545 2.0736 -1.0453  -0.081
H -2.3467 2.2935 0.7914  0.079
H -1.7732 3.8856 0.1812  0.081
H -1.6628 2.4746 -0.7187  0.079
H -4.4157 3.5804 0.1658  0.134
H -4.6144 4.5735 -2.0363  0.065
H -3.2347 3.7712 -2.7536  0.074
H -2.8828 5.0163 -1.6625  0.070
H -3.8045 1.7823 -1.7858  0.031
C 4.2695 -3.2965 0.2488  -0.045
C 3.9017 -2.0984 -0.6179  -0.457
C 5.0750 -1.4988 -1.4080  -0.073
O 2.8898 -2.5976 -1.5316  -0.095
H 4.5122 -2.9394 1.2538  0.078
H 5.1840 -3.7738 -0.1103  0.062
H 3.4166 -3.9457 0.4300  0.086
H 3.2904 -1.3388 -0.1225  0.129
H 4.8212 -0.6139 -1.9939  0.064
H 5.3457 -2.2925 -2.1085  0.067
H 5.8484 -1.1971 -0.7004  0.072
H 2.6043 -1.8984 -2.1254  0.070

## Properties
Highest occupied orbital energy (eV): 3.02
HOMO-LUMO gap (eV): 2.881
Total charge: -3
LUMO (eV): 5.905



Electronic energy for every record listed, in sequence, given in a.u.: -2957.27694, -3688.36172, -4337.66525, -2281.43760.